Here is a molecular structure, C11H22BFNbO8PdS in a non-equilibrium geometry from the Open Molecules 2025 dataset. Energies are from wB97M-V/def2-TZVPD.

Its HOMO energy is -10.41 eV. The value obtained for the LUMO energy is -7.33 eV. As for the gap between HOMO and LUMO: 3.1 eV.

```
! wB97M-V def2-TZVPD RIJCOSX def2/J DEFGRID3
* xyz 1 1
C 1.39 -1.80 3.08
C 1.43 -1.32 1.98
Nb 1.60 -0.48 0.00
O 2.17 -2.27 -0.63
C 1.33 1.61 0.69
C -0.09 2.11 1.02
C -0.73 1.54 2.30
C -1.98 0.71 2.03
O -1.79 -0.62 2.54
C -2.87 -1.41 2.34
O -3.15 -1.86 1.28
C -0.55 -0.97 -0.47
C -0.77 -1.93 -1.61
C -2.08 -1.52 -2.29
O -1.90 -0.42 -3.11
C -2.44 0.78 -2.68
B 3.90 -0.06 0.49
O 4.25 -0.30 1.75
O 4.62 0.37 -0.53
S 2.14 0.38 -2.37
O 1.00 0.16 -3.21
O 2.63 1.72 -2.31
F 3.33 -0.47 -2.95
H 1.57 -2.06 4.09
H 1.90 -2.92 0.03
H 1.80 2.31 0.00
H 1.91 1.70 1.61
H -0.78 2.05 0.19
H 0.04 3.17 1.20
H 0.00 0.98 2.85
H -1.02 2.36 2.93
H -2.22 0.68 0.97
H -2.83 1.15 2.53
H -3.44 -1.63 3.25
H -0.90 -1.43 0.45
H -1.11 -0.05 -0.63
H 0.04 -2.00 -2.32
H -0.91 -2.93 -1.21
H -2.85 -1.39 -1.54
H -2.39 -2.36 -2.91
H -1.52 1.45 -2.40
H -3.06 0.71 -1.80
H -3.02 1.27 -3.46
H 4.38 0.54 2.22
H 4.67 1.34 -0.57
Pd -1.70 3.08 -2.84
*
```